Molecular formula: C8H16N2O2S
Method: DFT, ωB97M-V/def2-TZVPD

Computed properties:
Highest occupied orbital energy in eV: -9.12
E_tot in eV: -26466.6377
Net charge: 0
HOMO-LUMO gap in eV: 9.703
Relative energy (zero: lowest compared OMol25 entry of this formula, charge and spin) in kJ/mol: 77.5
Multiplicity: 1

```
29
C8H16N2O2S (ωB97M-V/def2-TZVPD)
S 1.677 -1.964 -1.893
O 1.002 1.396 1.509
O -0.925 -2.020 -1.726
N 0.223 -0.418 0.517
N -1.932 3.832 3.541
C 1.499 -2.393 -0.155
C -1.412 2.884 1.253
C -0.195 -1.661 -3.933
C 0.033 -1.925 -2.462
C -1.696 2.596 2.755
C -1.176 1.587 0.513
C 0.099 0.852 0.928
C 1.419 -1.171 0.796
H -0.849 1.997 3.108
H 2.449 -2.902 0.084
H -2.050 0.961 0.669
H -0.274 -2.656 -4.463
H -2.575 1.968 2.830
H -1.131 4.456 3.441
H -0.460 -0.862 -0.156
H -1.960 3.541 4.507
H 0.644 -3.070 0.007
H 1.444 -1.482 1.857
H -1.121 -1.146 -4.061
H 2.321 -0.537 0.648
H -1.126 1.748 -0.623
H -2.282 3.366 0.796
H -0.556 3.571 1.157
H 0.615 -1.067 -4.361
```

Atomic partial charges in e from the Löwdin method, atoms 1 to 4:
1. S 1.004
2. O 0.066
3. O -0.019
4. N 0.042